{
  "formula": "C2H5ClN2S",
  "method": "wB97M-V/def2-TZVPD",
  "charge": 0,
  "smiles": "NNC(=S)CCl",
  "relative_energy_kj_mol": 21.6,
  "molar_mass_g_mol": 124.60,
  "e_lumo_ev": 0.635,
  "homo_lumo_gap_ev": 9.48,
  "elements": ["N", "N", "C", "S", "C", "Cl", "H", "H", "H", "H", "H"],
  "xyz": [[1.523894, 1.927278, -0.026968], [0.388957, 1.114982, 0.032050], [0.413375, -0.211717, 0.063310], [1.810431, -1.120087, -0.027505], [-0.904857, -0.944942, 0.047469], [-2.412692, 0.113042, -0.033549], [2.111483, 1.511676, -0.750622], [2.005151, 1.714569, 0.807697], [-0.540005, 1.582507, -0.004156], [-0.947871, -1.699663, -0.717256], [-1.020953, -1.465270, 0.974505]],
  "forces_ev_per_a": [[-0.61, -0.18, -1.00], [-1.87, 0.17, 0.02], [0.57, -0.20, -0.88], [-0.48, 0.30, 0.26], [-0.62, 0.71, 0.49], [0.72, -0.43, -0.18], [0.04, 0.14, -0.10], [0.97, 0.02, 1.27], [1.21, -0.40, 0.04], [0.01, 0.12, -0.55], [0.06, -0.25, 0.63]]
}

{
  "formula": "C9H23IrNO5PTe",
  "method": "wB97M-V/def2-TZVPD",
  "charge": 0,
  "relative_energy_kj_mol": 15.7,
  "molar_mass_g_mol": 576.08,
  "e_lumo_ev": [0.166, 0.166],
  "homo_lumo_gap_ev": [6.58, 6.58],
  "elements": ["Ir", "C", "C", "O", "P", "O", "C", "C", "O", "C", "C", "H", "H", "H", "H", "H", "H", "H", "H", "H", "H", "H", "H", "H", "H", "H", "C", "H", "H", "H", "N", "C", "C", "O", "O", "H", "H", "H", "H", "H", "Te"],
  "xyz": [[-0.431733, 1.140781, -1.220180], [-1.229612, 2.262543, 3.290213], [-1.313424, 1.062924, 2.382774], [0.023330, 0.696443, 1.972437], [0.502703, 0.342988, 0.498462], [0.482274, -1.246734, 0.453580], [1.068406, -2.040034, 1.509625], [-0.010778, -2.592679, 2.411943], [2.069056, 0.616940, 0.638800], [2.566282, 1.964384, 0.801463], [3.181953, 2.109285, 2.172598], [-2.233425, 2.550939, 3.608335], [-0.784559, 3.102587, 2.757364], [-0.631667, 2.039887, 4.175888], [-1.922536, 1.276714, 1.505212], [-1.731282, 0.198357, 2.902149], [1.787845, -1.437230, 2.063821], [1.610172, -2.839479, 1.006315], [-0.510587, -1.790175, 2.953771], [0.428151, -3.278851, 3.138497], [-0.754771, -3.134994, 1.827713], [1.755717, 2.680288, 0.650931], [3.297857, 2.116010, 0.008723], [2.432145, 1.936974, 2.945617], [3.582819, 3.117017, 2.293023], [3.994032, 1.394020, 2.312390], [1.262632, 1.151584, -2.317350], [0.960049, 1.052144, -3.367231], [1.917292, 0.314104, -2.059845], [1.811210, 2.085222, -2.192929], [-2.672403, -2.510097, -4.901487], [-2.268137, -2.589112, -3.501269], [-1.781710, -1.240662, -3.000470], [-1.562609, -0.340180, -3.941369], [-1.585618, -1.033224, -1.825731], [-2.580221, -3.398626, -5.372260], [-1.770896, -0.782576, -4.792912], [-3.639396, -2.220884, -4.986423], [-1.416431, -3.262607, -3.402967], [-3.037692, -2.942628, -2.813992], [-0.864426, 3.468650, -0.585220]],
  "forces_ev_per_a": [[-1.51, 0.61, 0.49], [0.01, 0.04, 0.03], [0.09, -0.15, -0.04], [-0.09, 0.29, 0.24], [0.40, -0.20, -0.15], [0.15, -0.22, 0.08], [-0.04, 0.06, -0.07], [-0.01, -0.01, 0.00], [-0.02, 0.00, 0.11], [-0.03, -0.09, 0.05], [0.01, -0.02, 0.04], [0.02, -0.01, 0.01], [-0.01, 0.00, -0.01], [-0.01, 0.01, -0.03], [0.03, 0.05, -0.06], [-0.02, -0.01, -0.02], [0.00, 0.00, 0.02], [0.01, -0.02, 0.00], [0.01, -0.02, 0.00], [-0.01, 0.01, 0.00], [0.01, 0.00, 0.00], [-0.02, 0.01, -0.01], [0.03, -0.01, 0.00], [0.00, 0.02, -0.02], [0.00, 0.00, 0.01], [-0.01, 0.02, -0.01], [0.39, -0.48, -0.21], [0.04, 0.05, 0.02], [0.07, 0.06, -0.13], [0.02, -0.01, -0.02], [-0.08, 0.08, 0.07], [-0.07, -0.02, -0.02], [-0.04, -0.24, -0.02], [0.11, 0.04, 0.00], [0.42, 0.27, -0.17], [0.08, 0.01, -0.03], [-0.02, 0.02, -0.03], [-0.01, -0.04, 0.00], [0.01, -0.04, -0.01], [-0.02, 0.01, 0.03], [0.11, -0.07, -0.13]]
}

{
  "formula": "C41H50BrCl2N2O4PPt",
  "method": "wB97M-V/def2-TZVPD",
  "charge": -2,
  "relative_energy_kj_mol": 154.8,
  "molar_mass_g_mol": 1011.72,
  "e_lumo_ev": 3.745,
  "homo_lumo_gap_ev": 3.27,
  "elements": ["Pt", "C", "O", "C", "C", "C", "Br", "C", "C", "C", "O", "C", "N", "C", "C", "C", "C", "C", "C", "N", "H", "H", "H", "H", "H", "H", "H", "H", "H", "H", "H", "C", "C", "C", "C", "C", "C", "P", "C", "C", "C", "C", "C", "C", "C", "C", "C", "C", "C", "C", "H", "H", "H", "H", "H", "H", "H", "H", "H", "H", "H", "H", "H", "H", "H", "H", "H", "H", "H", "H", "H", "H", "H", "H", "H", "H", "H", "H", "H", "H", "H", "H", "H", "C", "C", "C", "C", "C", "C", "C", "H", "H", "H", "H", "H", "Cl", "C", "Cl", "C", "O", "O", "H"],
  "xyz": [[-1.208789, -1.961615, -1.317901], [-0.118167, -5.103478, 0.070244], [0.133235, -3.878986, 0.736525], [1.100555, -3.787837, 1.649613], [1.791188, -4.822838, 2.243402], [2.761563, -4.532512, 3.202973], [3.692746, -5.982429, 4.016288], [3.051258, -3.250093, 3.575585], [2.363242, -2.185892, 2.968681], [1.387035, -2.440943, 2.002121], [0.686895, -1.458953, 1.403225], [2.734855, -0.823271, 3.415773], [3.655560, -0.584948, 4.323074], [3.694873, 0.794258, 4.430085], [4.485834, 1.610696, 5.239997], [4.325038, 2.978861, 5.141366], [3.392722, 3.541075, 4.251969], [2.598546, 2.753171, 3.442793], [2.765940, 1.374016, 3.551727], [2.157554, 0.309837, 2.922403], [0.814819, -5.522324, -0.308931], [-0.770313, -4.846707, -0.757258], [-0.607883, -5.808728, 0.744087], [1.568845, -5.844839, 1.977500], [3.801545, -3.026161, 4.317117], [0.055508, -1.746461, 0.672881], [5.206273, 1.172329, 5.916666], [4.929887, 3.634378, 5.754099], [3.299072, 4.617812, 4.195239], [1.895848, 3.186270, 2.747232], [1.440221, 0.292504, 2.213787], [-4.427801, 0.051304, -1.954476], [-3.993319, 0.891364, -3.140565], [-2.534868, 1.316433, -2.972819], [-2.232424, 1.845193, -1.543943], [-3.531534, 2.100020, -0.774169], [-4.409165, 0.859002, -0.653647], [-1.035937, 0.730955, -0.633507], [-0.855342, 1.614448, 1.005505], [-1.798134, 0.944013, 2.025717], [-1.457816, 1.347505, 3.464194], [-1.202047, 2.865623, 3.603269], [-1.688260, 3.624371, 2.370729], [-0.940904, 3.159875, 1.114425], [0.516171, 1.052732, -1.652529], [1.815036, 0.750263, -0.882342], [2.454480, 1.963632, -0.207398], [2.633008, 3.122842, -1.184626], [1.302047, 3.505748, -1.826268], [0.683897, 2.303284, -2.531743], [-3.731113, -0.776141, -1.863875], [-5.402600, -0.381836, -2.114824], [-4.641468, 1.768456, -3.237351], [-4.097745, 0.325325, -4.066194], [-2.284157, 2.086159, -3.706255], [-1.900663, 0.453518, -3.194834], [-1.714198, 2.800729, -1.644707], [-4.084779, 2.872986, -1.317520], [-3.329982, 2.524425, 0.207424], [-5.419832, 1.174494, -0.380169], [-4.055960, 0.217019, 0.154331], [0.152412, 1.307457, 1.306393], [-1.744298, -0.137089, 1.914491], [-2.832610, 1.205643, 1.805603], [-0.575205, 0.793985, 3.790943], [-2.267813, 1.040025, 4.127609], [-0.134093, 3.056707, 3.719705], [-1.672885, 3.251542, 4.509271], [-1.553711, 4.700808, 2.501846], [-2.761930, 3.463668, 2.246029], [0.068298, 3.575432, 1.148064], [-1.409198, 3.598377, 0.234478], [0.395387, 0.219716, -2.362536], [2.539987, 0.345765, -1.592113], [1.645585, -0.053709, -0.173585], [3.416001, 1.678300, 0.223760], [1.840054, 2.306778, 0.624809], [3.326272, 2.816683, -1.973634], [3.085148, 3.979683, -0.679715], [1.443023, 4.325422, -2.535132], [0.625274, 3.875213, -1.051681], [1.353262, 2.006985, -3.345829], [-0.248651, 2.577432, -3.016587], [0.043062, -2.226414, -2.595298], [0.704600, -2.315440, -3.794647], [1.826130, -1.453009, -4.131055], [2.438589, -1.509404, -5.357320], [2.077753, -2.435377, -6.343055], [1.030274, -3.314703, -6.022665], [0.347789, -3.262858, -4.837037], [2.186797, -0.760244, -3.381138], [3.259932, -0.827193, -5.548334], [2.590942, -2.483923, -7.291102], [0.714482, -4.046779, -6.757953], [-0.481177, -3.930900, -4.657540], [-5.499790, -3.687124, -2.358179], [-3.862995, -4.021736, -1.708314], [-3.564066, -5.780466, -1.786694], [-3.728746, -3.512733, -0.240302], [-4.438719, -4.037043, 0.609918], [-2.913774, -2.546568, -0.054765], [-3.141494, -3.552839, -2.370903]],
  "forces_ev_per_a": [[-0.21, 0.85, 0.09], [0.09, -0.01, 0.15], [0.00, -0.13, 0.11], [0.12, 0.38, 0.07], [-0.11, -0.19, -0.11], [-0.06, 0.09, -0.03], [0.01, -0.01, 0.01], [0.00, -0.16, -0.08], [-0.18, 0.48, -0.09], [-0.13, -0.23, -0.01], [0.17, 0.37, 0.43], [-0.06, -0.56, -0.08], [-0.05, 0.24, -0.04], [-0.03, -0.15, -0.03], [-0.02, -0.03, -0.06], [-0.10, 0.02, -0.09], [0.09, 0.07, 0.08], [0.12, -0.23, 0.03], [-0.21, 0.12, -0.12], [0.22, -0.03, 0.11], [0.05, -0.05, -0.06], [-0.04, 0.02, -0.07], [-0.04, -0.07, 0.03], [0.01, -0.05, -0.02], [0.01, 0.03, 0.02], [0.32, -0.33, -0.01], [0.02, -0.03, 0.03], [0.01, 0.03, 0.02], [0.00, 0.03, 0.00], [-0.06, 0.04, -0.04], [-0.03, 0.01, -0.06], [0.17, 0.06, 0.04], [0.01, 0.06, -0.08], [0.08, -0.05, 0.06], [0.08, -0.03, 0.11], [0.01, 0.05, -0.13], [-0.05, -0.03, 0.13], [-0.26, -0.24, -0.40], [-0.02, 0.07, 0.34], [0.09, 0.05, -0.01], [0.04, 0.08, -0.09], [-0.01, -0.03, -0.09], [0.00, -0.08, 0.02], [0.01, -0.11, 0.06], [0.02, -0.22, -0.24], [-0.04, 0.12, -0.14], [-0.09, -0.01, -0.12], [-0.02, -0.04, 0.01], [0.00, -0.09, 0.11], [0.11, -0.01, 0.17], [0.19, -0.23, 0.03], [-0.41, -0.18, -0.08], [-0.04, 0.08, -0.04], [0.01, -0.06, -0.07], [-0.01, 0.05, -0.06], [-0.01, -0.06, 0.02], [-0.04, 0.10, 0.05], [-0.02, 0.06, -0.03], [0.02, 0.02, 0.10], [-0.06, 0.02, 0.02], [0.05, -0.06, 0.04], [0.00, 0.06, -0.01], [0.03, -0.12, -0.01], [-0.09, 0.05, -0.03], [0.06, -0.02, 0.02], [-0.07, -0.02, 0.00], [0.07, -0.01, 0.02], [-0.05, 0.03, 0.01], [0.03, 0.05, 0.01], [-0.06, -0.01, -0.02], [0.11, 0.02, -0.01], [-0.04, 0.02, -0.06], [-0.05, 0.18, 0.23], [0.08, 0.02, -0.11], [-0.03, -0.12, 0.15], [0.06, -0.03, 0.03], [-0.11, 0.07, 0.10], [0.07, -0.02, -0.06], [0.01, 0.06, 0.04], [0.02, 0.03, -0.05], [-0.07, 0.02, 0.05], [0.09, -0.01, -0.05], [-0.09, 0.03, -0.02], [0.44, -0.60, -0.88], [-0.20, 0.28, 0.39], [-0.23, 0.00, 0.12], [0.08, -0.10, -0.03], [-0.05, -0.01, 0.11], [-0.02, 0.10, -0.09], [0.15, 0.01, 0.30], [0.01, 0.05, -0.02], [0.09, 0.08, -0.01], [0.05, 0.00, -0.11], [-0.03, -0.09, -0.07], [-0.10, -0.09, 0.04], [0.09, 0.10, 0.11], [0.15, -0.04, 0.00], [0.07, -0.02, 0.02], [0.03, 0.60, 0.44], [-0.03, -0.12, -0.12], [-0.20, -0.30, -0.36], [0.01, 0.09, 0.04]]
}

{
  "formula": "C20H25BrO10",
  "method": "wB97M-V/def2-TZVPD",
  "charge": 0,
  "smiles": "CC[C@H](C)[C@H](OC)[C@H](Br)OC.O=C1C=C(O)C(=O)C=C1O.O=C1C=C(O)C(=O)C=C1O",
  "molar_mass_g_mol": 505.31,
  "e_lumo_ev": -1.619,
  "homo_lumo_gap_ev": 7.81,
  "elements": ["C", "C", "C", "C", "C", "O", "C", "C", "Br", "O", "C", "H", "H", "H", "H", "H", "H", "H", "H", "H", "H", "H", "H", "H", "H", "H", "H", "H", "O", "C", "C", "C", "O", "C", "O", "C", "C", "O", "H", "H", "H", "H", "O", "C", "C", "C", "O", "C", "O", "C", "C", "O", "H", "H", "H", "H"],
  "xyz": [[-1.076450, 0.373901, 1.044196], [-0.517689, -0.031278, 2.420502], [0.591458, -1.097711, 2.470995], [1.711083, -0.859391, 1.460956], [0.044253, -2.531299, 2.461722], [1.063946, -3.481611, 2.678655], [1.462707, -3.636054, 4.023426], [-0.643002, -2.900217, 1.150503], [-1.979627, -4.350184, 1.512828], [0.224417, -3.323929, 0.185713], [0.073309, -2.758431, -1.105271], [-1.196744, 1.455440, 0.981905], [-0.436721, 0.086438, 0.211970], [-2.064224, -0.053021, 0.865313], [-0.118974, 0.861333, 2.907311], [-1.348404, -0.358441, 3.052694], [1.055337, -0.993852, 3.459155], [2.535258, -1.545556, 1.647051], [2.059850, 0.167629, 1.556803], [1.384293, -0.981179, 0.430893], [-0.703565, -2.627238, 3.256421], [0.775040, -3.142163, 4.716183], [2.462028, -3.221211, 4.181360], [1.484209, -4.699920, 4.261793], [-1.270598, -2.084130, 0.803362], [0.971721, -2.194207, -1.359795], [-0.056478, -3.555506, -1.837905], [-0.785765, -2.087885, -1.154043], [2.213012, 2.172494, 0.077402], [2.516949, 3.265748, 0.522783], [2.180350, 3.737573, 1.845173], [2.567618, 4.971209, 2.203480], [2.319469, 5.513756, 3.381375], [3.342410, 5.885022, 1.270727], [3.623984, 6.984916, 1.710957], [3.690657, 5.406156, -0.047360], [3.305508, 4.171835, -0.403368], [3.563491, 3.622797, -1.577681], [1.625844, 3.083070, 2.502963], [2.713057, 6.410566, 3.352910], [4.250254, 6.057958, -0.702786], [3.162217, 2.729787, -1.549768], [-1.608205, -0.112398, -2.442891], [-2.457823, -0.552367, -3.200935], [-3.700647, -1.153314, -2.784877], [-4.538071, -1.611211, -3.729200], [-5.700785, -2.179447, -3.475100], [-4.222743, -1.519712, -5.212129], [-5.058879, -1.981033, -5.967051], [-2.981838, -0.905294, -5.626440], [-2.148035, -0.446659, -4.681943], [-0.986569, 0.132818, -4.933802], [-3.917934, -1.219129, -1.728015], [-6.082978, -2.415958, -4.345677], [-2.766881, -0.835840, -6.683095], [-0.604097, 0.356329, -4.060348]],
  "forces_ev_per_a": [[-0.05, 0.03, 0.05], [-0.04, 0.08, -0.02], [0.05, 0.01, -0.01], [-0.14, 0.07, 0.14], [0.18, -0.22, -0.09], [-0.12, -0.07, -0.01], [0.05, 0.03, 0.08], [-0.11, -0.08, -0.06], [-0.04, -0.01, -0.02], [0.28, 0.23, 0.11], [-0.16, -0.09, -0.18], [0.00, 0.01, 0.00], [0.04, 0.01, 0.01], [0.02, -0.06, -0.04], [0.04, 0.01, -0.02], [0.03, 0.01, 0.08], [-0.08, -0.04, 0.05], [0.02, -0.03, -0.07], [0.13, 0.00, -0.01], [0.02, -0.05, -0.02], [-0.07, 0.15, -0.01], [-0.04, -0.01, -0.01], [0.00, 0.03, -0.01], [0.02, -0.01, -0.02], [-0.04, 0.00, 0.05], [0.02, 0.00, 0.02], [-0.01, -0.06, 0.04], [0.00, 0.01, 0.00], [0.02, 0.05, -0.08], [-0.05, 0.00, 0.09], [-0.03, -0.06, 0.01], [0.01, 0.01, -0.03], [-0.03, -0.01, 0.05], [0.02, -0.02, -0.07], [0.00, 0.00, 0.03], [0.03, 0.06, 0.00], [-0.01, -0.01, 0.02], [0.02, 0.01, -0.05], [0.00, 0.02, 0.01], [0.01, -0.01, -0.03], [0.00, -0.01, -0.01], [-0.01, 0.01, 0.03], [0.02, 0.02, -0.02], [-0.07, -0.03, 0.04], [0.03, 0.01, 0.07], [0.02, 0.00, -0.02], [-0.04, -0.02, 0.05], [0.06, 0.03, -0.03], [-0.03, 0.00, 0.01], [-0.03, -0.02, -0.06], [-0.02, 0.00, 0.02], [0.04, 0.01, -0.05], [-0.02, -0.02, -0.01], [0.03, 0.01, -0.02], [0.02, 0.00, 0.01], [-0.03, -0.01, 0.02]]
}